No. 1
Below is a single C5H5NO molecule, with properties calculated with ωB97M-V/def2-TZVPD.

Relative energy (zero: lowest compared OMol25 entry of this formula, charge and spin): 3.201 eV
HOMO level: -10.37 eV
Maximum force: 0.02122 hartree/bohr
LUMO energy: 0.79 eV

Last columns: bonded neighbours and bond lengths (Å).
Element x y z (Å)
1 N 0.67 -2.87 -1.21  C2 1.156
2 C 0.56 -1.79 -0.83  N1 1.156, C3 1.453
3 C 0.30 -0.48 -0.24  C2 1.453, C4 1.538, C5 1.768, C6 1.543, O7 1.464
4 C -0.62 -0.23 0.96  C3 1.538, C5 1.539, H8 1.093, H9 1.091
5 C 0.17 1.05 0.63  C3 1.768, C4 1.539, C6 1.542, O7 1.478, H10 1.089
6 C -0.14 0.86 -0.87  C3 1.543, C5 1.542, H11 1.093, H12 1.091
7 O 1.38 0.21 0.46  C3 1.464, C5 1.478
8 H -1.70 -0.23 0.78  C4 1.093
9 H -0.32 -0.75 1.87  C4 1.091
10 H 0.28 1.97 1.21  C5 1.089
11 H -1.17 0.95 -1.20  C6 1.093
12 H 0.58 1.31 -1.55  C6 1.091

***

No. 2
Below is 2 unconnected molecules or ions with the total composition C5H9NO2, with properties calculated with ωB97M-V/def2-TZVPD.

Relative energy (zero: lowest compared OMol25 entry of this formula, charge and spin): 11.106 eV
HOMO level: -7.61 eV
Maximum force: 0.11063 hartree/bohr
LUMO energy: -3.33 eV

Last columns: bonded neighbours and bond lengths (Å).
Element x y z (Å)
1 O -0.33 -2.78 0.67  H14 0.963
2 C -1.45 0.11 0.11  O3 1.251, C4 1.461, C5 1.685, H9 1.103
3 O -1.65 0.98 0.98  C2 1.251
4 C -1.25 0.26 -1.33  C2 1.461, C5 1.869, H10 1.085, H11 1.084
5 C 0.13 -0.36 -0.24  C2 1.685, C4 1.869, C6 1.453, H12 1.107, H13 1.112
6 C 1.28 0.36 -0.78  C5 1.453, N8 1.352, H15 1.082
7 C 1.37 1.74 1.04  N8 1.290, H16 1.094, H17 1.087
8 N 1.84 1.39 -0.11  C6 1.352, C7 1.290
9 H -1.87 -0.89 0.31  C2 1.103
10 H -2.11 -0.18 -1.82  C4 1.085
11 H -0.98 1.21 -1.76  C4 1.084
12 H 0.18 -1.35 -0.74  C5 1.107
13 H 0.38 -0.65 0.80  C5 1.112
14 H 0.02 -3.47 1.24  O1 0.963
15 H 1.99 -0.14 -1.43  C6 1.082
16 H 0.42 1.38 1.45  C7 1.094
17 H 2.02 2.38 1.63  C7 1.087

***

No. 3
Below is 5 unconnected molecules or ions with the total composition C9H24F4IO9P, with properties calculated with ωB97M-V/def2-TZVPD.

HOMO level: -9.59 eV
Maximum force: 0.00803 hartree/bohr
SMILES: O=[P@@](OF)(OCCCI)OCOC(F)(F)F.CO.CO.CO.CO
LUMO energy: 0.22 eV

Last columns: bonded neighbours and bond lengths (Å).
Element x y z (Å)
1 O -2.68 -1.13 0.72  P2 1.454
2 P -2.51 0.31 0.72  O1 1.454, O3 1.648, O5 1.565, O10 1.574
3 O -2.29 0.73 -0.85  P2 1.648, F4 1.422
4 F -2.04 2.13 -0.89  O3 1.422
5 O -3.66 1.22 1.27  P2 1.565, C6 1.446
6 C -5.01 0.98 0.80  O5 1.446, C7 1.518, H17 1.090, H18 1.095
7 C -5.81 0.25 1.85  C6 1.518, C8 1.522, H19 1.094, H20 1.092
8 C -7.10 -0.31 1.27  C7 1.522, I9 2.133, H21 1.090, H22 1.086
9 I -6.79 -2.08 0.13  C8 2.133
10 O -1.31 0.96 1.51  P2 1.574, C11 1.421
11 C 0.06 0.68 1.27  O10 1.421, O12 1.406, H23 1.088, H24 1.086
12 O 0.21 -0.42 0.40  C11 1.406, C13 1.363
13 C 0.54 -1.62 0.96  O12 1.363, F14 1.344, F15 1.320, F16 1.328
14 F 1.86 -1.68 1.17  C13 1.344
15 F 0.20 -2.58 0.12  C13 1.320
16 F -0.05 -1.82 2.14  C13 1.328
17 H -5.42 1.97 0.58  C6 1.090
18 H -4.99 0.41 -0.14  C6 1.095
19 H -6.08 0.94 2.66  C7 1.094
20 H -5.19 -0.55 2.26  C7 1.092
21 H -7.59 0.39 0.60  C8 1.090
22 H -7.81 -0.59 2.05  C8 1.086
23 H 0.52 0.49 2.23  C11 1.088
24 H 0.51 1.54 0.80  C11 1.086
25 C 3.57 1.69 2.54  O26 1.428, H27 1.088, H28 1.094, H29 1.089
26 O 2.92 1.85 1.28  C25 1.428, H30 0.963
27 H 3.47 2.63 3.07  C25 1.088
28 H 3.11 0.90 3.14  C25 1.094
29 H 4.63 1.45 2.42  C25 1.089
30 H 3.04 1.03 0.79  O26 0.963
31 C 0.18 0.11 -3.37  O32 1.420, H33 1.089, H34 1.093, H35 1.093
32 O 1.19 -0.41 -2.51  C31 1.420, H36 0.962
33 H 0.61 0.19 -4.36  C31 1.089
34 H -0.69 -0.54 -3.42  C31 1.093
35 H -0.14 1.11 -3.06  C31 1.093
36 H 0.82 -0.48 -1.63  O32 0.962
37 C 2.43 0.27 -6.54  O38 1.419, H39 1.088, H40 1.094, H41 1.094
38 O 3.34 -0.25 -5.59  C37 1.419, H42 0.963
39 H 2.96 0.31 -7.49  C37 1.088
40 H 1.55 -0.37 -6.66  C37 1.094
41 H 2.10 1.28 -6.28  C37 1.094
42 H 2.91 -0.31 -4.73  O38 0.963
43 C 5.53 -2.03 3.16  O44 1.422, H45 1.088, H46 1.093, H47 1.093
44 O 5.94 -0.67 3.02  C43 1.422, H48 0.961
45 H 4.44 -2.02 3.23  C43 1.088
46 H 5.81 -2.63 2.29  C43 1.093
47 H 5.93 -2.49 4.06  C43 1.093
48 H 6.90 -0.66 2.95  O44 0.961

***

No. 4
Below is a single C5H12N2O2 molecule, with properties calculated with ωB97M-V/def2-TZVPD.

Relative energy (zero: lowest compared OMol25 entry of this formula, charge and spin): 2.521 eV
HOMO level: -8.07 eV
Maximum force: 0.01703 hartree/bohr
LUMO energy: 0.60 eV

Last columns: bonded neighbours and bond lengths (Å).
Element x y z (Å)
1 C 0.58 -1.99 -0.88  N2 1.458, H8 1.095, H9 1.093, H10 1.090
2 N -0.28 -0.85 -0.60  C1 1.458, C3 1.631, H7 1.017
3 C -1.04 -0.74 0.84  N2 1.631, O4 1.487, O5 1.245, C14 1.596
4 O 0.04 -1.09 1.81  C3 1.487, H6 0.965
5 O -2.11 -1.37 0.97  C3 1.245
6 H -0.41 -1.70 2.41  O4 0.965
7 H -1.07 -0.84 -1.25  N2 1.017
8 H 0.07 -2.94 -0.65  C1 1.095
9 H 0.86 -1.99 -1.94  C1 1.093
10 H 1.47 -1.93 -0.26  C1 1.090
11 C 0.18 1.94 -1.22  C12 1.496, H17 1.095, H18 1.091, H19 1.087
12 C 0.20 1.13 0.03  C11 1.496, N13 1.339, C14 1.489
13 N 1.36 1.06 0.71  C12 1.339, H15 1.019, H16 1.009
14 C -1.04 0.85 0.81  C3 1.596, C12 1.489, H20 1.088, H21 1.088
15 H 1.36 0.43 1.51  N13 1.019
16 H 2.22 1.12 0.20  N13 1.009
17 H 0.13 3.00 -0.95  C11 1.095
18 H 1.08 1.77 -1.82  C11 1.091
19 H -0.69 1.70 -1.82  C11 1.087
20 H -1.92 1.19 0.28  C14 1.088
21 H -1.01 1.25 1.82  C14 1.088